Record 1
Computed, not measured: C39H30BrN3OPRuSe2 as an isolated structure at a distorted geometry, with ωB97M-V with the def2-TZVPD basis set.

As for the maximum force: 1.74 eV/A. As for the expectation value of S²: 0.799. The energy relative to the best compared isomer or geometry (same formula, charge and spin) comes out at 0.0 kJ/mol. The multiplicity is 2. As for the net charge: +2.

Each line ends with the Mulliken spin population.
Geometry (Å):
Ru 0.1792 -1.0673 -0.3431  0.66
Se -1.5115 -2.6922 -1.9894  0.03
Se -1.9429 -0.6143 -1.0610  -0.01
C -3.3736 -1.4700 -0.0204  0.00
C -4.6555 -0.9856 -0.1941  0.00
C -5.6487 -1.6073 0.5513  0.00
C -5.3038 -2.6544 1.3919  0.00
C -3.9768 -3.0588 1.4573  0.00
N -3.0082 -2.4680 0.7522  0.00
C -0.9599 -2.2292 -3.8039  0.00
C -1.5938 -2.9021 -4.8318  0.00
C -1.1406 -2.6238 -6.1160  0.00
C -0.1292 -1.6942 -6.2870  0.00
C 0.4151 -1.0792 -5.1690  0.00
N 0.0155 -1.3545 -3.9258  0.01
H -4.8757 -0.1611 -0.8583  0.00
H -6.6753 -1.2749 0.4723  0.00
H -6.0518 -3.1604 1.9858  0.00
H -3.6721 -3.8775 2.0963  0.00
H -2.3897 -3.6111 -4.6530  0.00
H -1.5848 -3.1230 -6.9665  0.00
H 0.2408 -1.4491 -7.2725  0.00
H 1.2140 -0.3531 -5.2626  0.00
O 0.4582 -3.9387 0.5847  0.00
N 0.2520 -2.6839 1.1906  -0.01
C 0.6756 -2.7096 2.3882  0.00
C 0.5366 -1.6177 3.3507  0.01
C 0.7211 -2.0080 4.6790  0.00
C 0.4887 -1.1284 5.7211  0.00
C 0.0667 0.1605 5.4377  0.00
C -0.0997 0.5650 4.1218  0.00
C 0.1391 -0.3022 3.0590  -0.01
P 0.1797 0.4437 1.3901  0.06
C 1.7184 1.4050 1.5098  -0.01
C 2.9028 0.7819 1.1203  -0.02
C 4.1231 1.4071 1.3176  0.00
C 4.1706 2.6680 1.8951  0.00
C 2.9976 3.2867 2.3033  0.00
C 1.7752 2.6562 2.1224  0.00
C -1.2258 1.6017 1.4350  -0.01
C -2.3842 1.2051 2.1073  -0.01
C -3.4907 2.0385 2.1581  0.00
C -3.4608 3.2739 1.5273  0.00
C -2.3155 3.6788 0.8566  0.00
C -1.2032 2.8523 0.8126  0.00
H -0.3238 -4.0498 0.0249  0.00
H 1.0789 -3.6519 2.7497  0.00
H 1.0402 -3.0210 4.8894  0.00
H 0.6348 -1.4481 6.7436  0.00
H -0.1176 0.8635 6.2388  0.00
H -0.3942 1.5882 3.9291  0.00
H 2.8827 -0.2049 0.6706  -0.01
H 5.0363 0.9109 1.0164  0.00
H 5.1218 3.1628 2.0387  0.00
H 3.0318 4.2607 2.7726  0.00
H 0.8785 3.1439 2.4775  0.00
H -2.4113 0.2554 2.6276  0.00
H -4.3721 1.7267 2.7030  0.00
H -4.3218 3.9276 1.5715  0.00
H -2.2794 4.6497 0.3807  0.00
H -0.3102 3.1967 0.3088  0.00
Br 2.2935 -2.3172 -1.1536  0.01
C 3.0230 -0.7916 -2.0184  -0.02
C 4.2773 -0.8757 -2.5588  0.04
C 4.8131 0.2586 -3.1872  -0.03
C 4.0711 1.4076 -3.2605  0.07
C 2.7721 1.4772 -2.7113  -0.03
C 2.0164 2.6701 -2.8311  0.17
C 0.7375 2.7291 -2.3397  -0.03
C 0.2033 1.6296 -1.6684  0.07
C 0.8852 0.4203 -1.4572  0.04
C 2.2087 0.3552 -2.0512  -0.04
H 4.8467 -1.7936 -2.5048  0.00
H 5.8057 0.2135 -3.6131  0.00
H 4.4738 2.2870 -3.7471  0.00
H 2.4627 3.5240 -3.3255  0.00
H 0.1460 3.6278 -2.4573  0.01
H -0.8070 1.7427 -1.2991  0.04

---

Record 2
Computed, not measured: a 3-piece molecular cluster, C3H14N2O2 overall at a distorted geometry, with ωB97M-V with the def2-TZVPD basis set.

As for the maximum force: 4.73 eV/A. As for the SMILES: CCNCN.O.O. The energy relative to the best compared isomer or geometry (same formula, charge and spin) comes out at 150.3 kJ/mol. As for the net charge: 0.

Each line ends with the Löwdin charge.
Geometry (Å):
C -0.5011 -0.2897 -2.4785  -0.12
C -0.5220 -0.6095 -1.0026  -0.27
N -0.0042 0.5467 -0.1981  -0.10
C -0.1703 0.4413 1.2306  -0.40
N 0.2781 1.5398 2.0162  0.02
H -1.0264 0.5310 -2.9250  0.05
H -0.8312 -1.0900 -3.2731  0.10
H 0.5920 -0.2661 -2.7015  0.08
H -1.5533 -0.9681 -0.7017  0.12
H 0.1591 -1.3836 -0.7195  0.10
H -0.6546 1.3230 -0.3432  0.12
H 0.3159 -0.5141 1.6472  0.12
H -1.1964 0.1186 1.5569  0.12
H 1.2590 1.7268 1.8159  0.06
H -0.3148 2.3528 1.8149  0.08
H -1.5132 -3.1271 2.4618  0.05
H -0.1275 -2.9388 1.7484  0.04
O -1.0640 -2.7020 1.7089  -0.07
H 2.9729 1.8469 -1.0637  0.02
H 1.4846 1.5671 -0.3137  -0.02
O 2.4173 1.8951 -0.2802  -0.11

---

Record 3
Computed, not measured: a 9-piece molecular cluster, C24H46Cl18O5S overall at a distorted geometry, with ωB97M-V with the def2-TZVPD basis set.

As for the maximum force: 8.35 eV/A. The energy relative to the best compared isomer or geometry (same formula, charge and spin) comes out at 542.3 kJ/mol. As for the net charge: 0.

Each line ends with the Löwdin charge.
Geometry (Å):
C -1.4421 6.6585 -1.4428  -0.01
C -1.5933 5.0321 -1.6873  -0.29
O -2.6803 4.5022 -2.2656  -0.04
O -0.4748 4.1916 -1.1886  -0.12
C -0.9990 3.6442 0.1025  -0.20
C -1.2070 2.0344 -0.1420  -0.12
C 0.2028 1.2495 -0.5821  -0.24
O 1.3585 1.9505 -0.0046  -0.37
S 2.7384 0.9310 0.0986  1.08
O 2.3780 -0.4229 0.8264  -0.48
O 3.2973 0.5297 -1.4984  -0.37
C 2.7114 -0.7407 -1.9507  -0.68
Cl 3.6969 -2.2562 -1.5405  0.54
C 2.6856 -0.6514 -3.6210  -0.64
C 1.1294 -0.6536 -4.1447  -0.15
Cl 3.5490 -2.0771 -4.4312  0.48
H -2.5311 7.0688 -1.2213  0.08
H -0.7475 6.8746 -0.4995  0.11
H -0.9645 7.1107 -2.4128  0.10
H -0.2396 3.7789 0.9841  0.14
H -2.0617 4.0889 0.3813  0.02
H -1.6817 1.4889 0.8078  0.12
H -1.9559 1.9075 -1.0627  0.13
H 0.0611 0.1426 -0.2309  0.08
H 0.2341 1.2257 -1.7644  0.13
H 1.6038 -0.9252 -1.6226  0.10
H 3.2333 0.3346 -4.0119  0.10
H 1.0820 -1.1294 -5.2227  0.08
H 0.3817 -1.2203 -3.4447  0.09
H 0.7240 0.4628 -4.2391  0.09
Cl 4.7067 0.2135 -6.3515  0.54
C 6.3320 0.0019 -5.6536  -0.65
C 7.3774 -0.3030 -6.7146  -0.67
Cl 7.1498 -1.9141 -7.4402  0.54
H 6.2779 -0.7915 -4.9012  0.06
H 6.5815 0.9372 -5.1444  0.07
H 8.3752 -0.2965 -6.2657  0.07
H 7.3622 0.4375 -7.5202  0.07
Cl -1.9120 -1.7515 0.5958  0.58
C -1.2645 -2.6639 1.9820  -0.68
C 0.1131 -3.2405 1.6971  -0.72
Cl 0.0600 -4.5405 0.4801  0.54
H -1.9843 -3.4477 2.2390  0.04
H -1.2082 -1.9652 2.8217  0.02
H 0.5286 -3.6785 2.6097  0.01
H 0.8066 -2.4717 1.3427  0.04
Cl -5.4002 -0.3291 2.0988  0.52
C -5.7170 -1.3453 0.6703  -0.67
C -6.9018 -2.2750 0.8782  -0.67
Cl -6.5583 -3.5446 2.0798  0.54
H -4.8030 -1.9021 0.4401  0.03
H -5.9200 -0.6655 -0.1623  0.07
H -7.1434 -2.7844 -0.0596  0.07
H -7.7909 -1.7280 1.2068  0.07
Cl 0.8732 -1.9111 4.2955  0.66
C 2.4251 -1.7232 5.1496  -0.64
C 3.0279 -3.0612 5.5466  -0.69
Cl 2.0817 -3.8748 6.8181  0.56
H 2.2578 -1.0819 6.0209  0.08
H 3.1003 -1.1997 4.4666  0.04
H 4.0343 -2.9107 5.9489  0.01
H 3.1016 -3.7400 4.6914  0.07
Cl -5.6526 6.9449 -0.3291  0.54
C -5.8644 5.2251 0.0841  -0.65
C -5.3907 4.9106 1.4941  -0.63
Cl -3.6213 5.0425 1.6546  0.62
H -5.3314 4.6281 -0.6629  0.06
H -6.9326 5.0077 -0.0059  0.07
H -5.6558 3.8814 1.7542  0.07
H -5.8492 5.5766 2.2315  0.07
Cl -2.4715 -7.9663 5.0788  0.54
C -1.0166 -6.9925 5.4078  -0.66
C -1.3553 -5.6418 6.0178  -0.65
Cl -2.1799 -4.5682 4.8596  0.57
H -0.4615 -6.8839 4.4705  0.07
H -0.4004 -7.5700 6.1031  0.07
H -0.4370 -5.1313 6.3234  0.02
H -1.9956 -5.7464 6.8990  0.07
Cl -5.7427 4.3001 -6.9985  0.53
C -4.4988 3.9672 -5.7675  -0.67
C -3.7021 5.2104 -5.4053  -0.67
Cl -2.6613 5.7564 -6.7442  0.53
H -3.8515 3.1695 -6.1457  0.07
H -5.0217 3.5907 -4.8836  0.07
H -3.0422 4.9954 -4.5594  0.04
H -4.3565 6.0409 -5.1235  0.07
Cl 5.9761 -2.7620 1.5258  0.54
C 7.2584 -2.8725 2.7574  -0.66
C 6.6972 -3.0991 4.1521  -0.63
Cl 5.8163 -1.6759 4.7623  0.61
H 7.8572 -1.9574 2.7074  0.07
H 7.8978 -3.7133 2.4733  0.07
H 7.5139 -3.2905 4.8546  0.08
H 6.0176 -3.9564 4.1790  0.07

---

Record 4
Computed, not measured: C3H4HgO4 as an isolated structure at a distorted geometry, with ωB97M-V with the def2-TZVPD basis set.

As for the maximum force: 3.52 eV/A. As for the expectation value of S²: 0.750. The energy relative to the best compared isomer or geometry (same formula, charge and spin) comes out at 154.5 kJ/mol. The multiplicity is 2. As for the net charge: -1.

Each line ends with the Mulliken spin population.
Geometry (Å):
H 3.2595 2.2035 1.4993  0.97
C 1.1301 0.2017 -0.2179  0.01
C -0.2164 0.8627 -0.1537  0.00
O -1.2525 0.2375 -0.8544  0.00
C -1.8635 -0.8887 -0.3279  0.00
O -1.3227 -1.4034 0.6835  0.00
O -2.8698 -1.2515 -0.9343  0.00
O 1.3280 -0.9615 -0.5127  0.00
H 1.9860 0.9052 -0.1442  0.02
H -0.1079 1.8749 -0.5701  0.00
H -0.4439 0.9852 0.9216  0.00
Hg 0.3731 -2.7656 0.6108  0.00

---

Record 5
Computed, not measured: an isolated ion of composition C7H14N3 and charge +1 at a distorted geometry, with ωB97M-V with the def2-TZVPD basis set.

As for the maximum force: 4.47 eV/A. The energy relative to the best compared isomer or geometry (same formula, charge and spin) comes out at 797.9 kJ/mol. As for the net charge: +1.

Each line ends with the Löwdin charge.
Geometry (Å):
C 1.5036 -1.4893 -0.7541  0.01
C 0.3087 -1.3413 -0.3243  -0.04
C 2.7345 -0.3814 -0.2262  -0.13
C -1.1857 1.4382 -0.3037  -0.15
C 0.3652 1.5565 -0.3581  -0.21
C -1.7402 0.1256 -0.7286  -0.05
C -1.1322 -1.0807 1.4254  -0.02
N 2.1748 0.4349 0.7578  -0.09
N 0.9342 0.8988 0.7662  -0.03
N -1.0380 -1.1035 -0.0521  -0.14
H 2.0242 -2.2522 -1.1778  0.06
H 3.7746 -0.6228 0.0550  0.12
H 2.9531 0.2460 -1.2120  0.15
H -1.3556 1.7786 0.6899  0.11
H -1.7007 2.2159 -0.7945  0.12
H 0.8128 1.2012 -1.4029  0.16
H 0.6871 2.5676 -0.1940  0.12
H -2.7518 -0.1142 -0.4435  0.13
H -1.6924 0.0293 -1.7933  0.13
H -2.1720 -0.9580 1.8936  0.14
H -0.5324 -1.8722 1.8695  0.10
H -0.3870 -0.1501 1.6899  0.13
H 2.4254 0.1500 1.7939  0.21
H -1.6084 -1.8831 -0.3318  0.17

---

Record 6
Computed, not measured: C5H3F as an isolated structure at a distorted geometry, with ωB97M-V with the def2-TZVPD basis set.

As for the maximum force: 3.57 eV/A. The energy relative to the best compared isomer or geometry (same formula, charge and spin) comes out at 400.2 kJ/mol. As for the net charge: 0.

Each line ends with the Löwdin charge.
Geometry (Å):
C 0.9101 -0.0623 -0.5899  -0.05
C 2.0285 -0.1423 -0.0705  -0.01
C -1.1377 -0.1445 0.5359  -0.21
C -0.4896 0.1485 -0.7284  -0.34
C -0.3836 1.1445 0.4217  0.16
F 3.2964 -0.4471 0.1597  0.10
H -2.1682 0.0755 0.4967  0.10
H -0.9248 -0.7480 1.3866  0.10
H -1.1311 0.1757 -1.6119  0.15